No. 1
C22H59NO9P2Sb | the ωB97M-V functional and the def2-TZVPD basis

Results
* net charge: -1
* E_tot: -2528.1667 Ha
* E_HOMO: -3.579 eV
* HOMO-LUMO gap: 5.54 eV

Element x y z (Å)
C 0.27081 1.73826 1.68299
O 0.74482 0.59361 2.37286
C 2.06407 0.23371 2.01178
C 2.11803 -0.95991 0.99035
C 1.35225 -2.22860 1.51182
C 0.74219 -3.09647 0.36326
C -0.58399 -2.55487 -0.26595
C -1.89970 -3.11989 0.37860
Sb -2.66229 -1.74889 1.97783
C -3.76476 -0.56198 0.46316
C -4.54962 0.68916 0.97784
C -5.38319 0.46784 2.27938
O -5.51774 1.03565 -0.06824
P -4.74358 -3.17374 2.31846
N -4.51350 -4.72884 1.94227
P -1.49982 -3.22873 3.70886
O -2.53463 -4.17450 4.34213
H 1.00647 2.18513 0.98293
H -0.01673 2.51835 2.42402
H -0.62943 1.46643 1.09159
H 2.68904 1.07646 1.64851
H 2.55835 -0.14970 2.93358
H 3.19792 -1.23849 0.93712
H 1.82571 -0.65856 -0.03572
H 2.11154 -2.86228 2.03060
H 0.62989 -1.91114 2.28494
H 1.50089 -3.11829 -0.45422
H 0.64594 -4.14198 0.72124
H -0.62394 -1.44224 -0.28519
H -0.58346 -2.88502 -1.33278
H -2.68311 -3.24856 -0.40174
H -1.69941 -4.08966 0.87360
H -3.05426 -0.67170 3.30077
H -1.16867 -0.82146 1.75300
H -2.99326 -0.17145 -0.24748
H -4.39577 -1.24415 -0.15403
H -3.89363 1.58088 1.04408
H -5.89954 -0.50744 2.33183
H -6.18616 1.24478 2.28106
H -4.74177 0.68995 3.14994
H -6.17855 0.34716 0.02694
H -5.22974 -3.02046 3.67099
H -5.75008 -2.61806 1.46599
H -5.16408 -4.90759 1.17105
H -0.51085 -4.04028 3.06384
H -0.87228 -2.43564 4.73211
C 6.03165 3.77657 -0.18600
O 6.51714 3.37169 -1.45782
C 7.07572 2.06238 -1.43524
C 6.12179 1.04457 -2.03396
O 4.97570 0.86934 -1.21380
C 3.83221 1.53750 -1.72307
H 5.46000 4.69499 -0.31974
H 5.37991 3.01939 0.25572
H 6.86982 3.98040 0.48820
H 7.36136 1.77745 -0.41859
H 7.98487 2.09346 -2.04467
H 6.62865 0.07603 -2.08668
H 5.83552 1.33151 -3.05014
H 3.45945 1.01614 -2.61086
H 4.04992 2.57939 -1.97228
H 3.05832 1.51681 -0.95573
C -10.88493 -4.97319 1.01953
O -10.84585 -5.48186 -0.30401
C -9.87702 -4.82257 -1.11116
C -8.62943 -5.67062 -1.28111
O -7.92492 -5.80004 -0.05560
C -8.12360 -7.06194 0.55833
H -11.50507 -5.63979 1.61865
H -9.88800 -4.92920 1.46415
H -11.33520 -3.97497 1.02533
H -9.62532 -3.84207 -0.69653
H -10.33398 -4.66639 -2.09386
H -7.95722 -5.16968 -1.98489
H -8.87963 -6.65254 -1.69427
H -7.59064 -7.83917 0.00022
H -9.18502 -7.31700 0.62228
H -7.71371 -7.01299 1.56658
C 6.82730 6.19964 -2.88143
O 7.44323 6.99885 -1.87817
C 8.78779 6.61510 -1.62791
C 9.76642 7.57386 -2.28250
O 9.71344 7.48032 -3.70112
C 8.99686 8.55193 -4.28980
H 5.87726 6.66392 -3.14847
H 7.44652 6.13205 -3.78010
H 6.63186 5.19858 -2.49202
H 8.96874 5.58797 -1.95855
H 8.93316 6.65091 -0.54326
H 10.78270 7.29939 -1.98249
H 9.58251 8.60041 -1.95202
H 9.58112 9.47633 -4.22396
H 8.02460 8.69688 -3.81274
H 8.83718 8.31360 -5.34123

***

No. 2
C22H60Br6O8 | the ωB97M-V functional and the def2-TZVPD basis

Results
* net charge: 0
* E_tot: -16920.1420 Ha
* E_HOMO: -9.672 eV
* HOMO-LUMO gap: 9.97 eV

Element x y z (Å)
Br -1.87819 6.53021 2.66155
C -2.06921 6.06611 0.78419
C -0.97453 5.07979 0.50779
Br -0.89158 4.44706 -1.28295
H -2.00099 6.96655 0.15890
H -3.05412 5.54175 0.70724
H -1.11751 4.21351 1.12685
H 0.02718 5.47423 0.71593
Br 5.41274 3.47072 -2.91409
C 4.02220 3.18880 -4.29177
C 2.82700 2.59478 -3.49851
Br 1.28497 2.31282 -4.62684
H 4.35110 2.52534 -5.04116
H 3.74582 4.23202 -4.54976
H 2.42307 3.30194 -2.74836
H 3.10428 1.64652 -3.02468
Br 3.33936 -0.59660 1.63780
C 2.14245 -2.02833 1.14469
C 2.91299 -3.29157 1.35488
Br 1.69905 -4.87243 1.08163
H 1.89161 -1.82790 0.09443
H 1.30013 -1.99079 1.83502
H 3.22545 -3.45423 2.37918
H 3.75257 -3.40360 0.62895
C 0.00142 -0.31438 5.84252
C 0.26498 -0.67011 4.40759
O -0.78349 -0.18517 3.57796
H 0.79793 -0.68354 6.46418
H -0.96861 -0.75803 6.14865
H 0.04455 0.74913 6.06201
H 0.49090 -1.75142 4.32749
H 1.18300 -0.17411 4.09164
H -1.56855 -0.70836 3.80073
C -2.20017 -0.32460 -5.56102
C -2.16365 0.19999 -4.15760
O -2.35097 -0.78962 -3.14694
H -1.49887 -1.16115 -5.80181
H -2.01973 0.44818 -6.29686
H -3.18336 -0.77356 -5.83350
H -2.90504 0.97772 -4.07502
H -1.13601 0.62430 -4.04739
H -2.57604 -0.42253 -2.25011
C -1.61504 -3.74653 -1.44334
C -0.19463 -3.45323 -1.76105
O -0.18022 -2.77332 -3.01193
H -1.65907 -4.28566 -0.49049
H -1.97067 -4.43939 -2.25829
H -2.26018 -2.86009 -1.43651
H 0.43480 -4.33803 -1.76349
H 0.23382 -2.86250 -0.99117
H -0.93472 -2.16107 -3.04829
C -2.29472 -3.65987 3.42155
C -3.37567 -2.87100 4.05315
O -2.84243 -1.71049 4.69489
H -1.45453 -3.84743 4.05640
H -1.91134 -3.13055 2.57181
H -2.66109 -4.58420 2.95125
H -4.07177 -3.39137 4.73414
H -4.07111 -2.49774 3.25904
H -3.50654 -1.19444 5.12773
C -4.68837 -0.17172 1.08302
C -3.71977 -0.89842 0.18721
O -2.89995 -0.02382 -0.60420
H -5.30992 0.50450 0.49297
H -4.17184 0.47247 1.79369
H -5.26005 -0.97987 1.60031
H -4.32654 -1.48941 -0.52091
H -3.04996 -1.65820 0.73807
H -2.01796 -0.05159 -0.11706
C 0.53422 1.10797 -0.82832
C 0.22997 0.90115 0.64371
O -0.56002 -0.25282 0.71496
H -0.35861 0.99344 -1.49748
H 1.29257 0.41828 -1.18493
H 0.92684 2.01587 -1.16811
H -0.44202 1.70333 1.00496
H 1.20683 0.87312 1.22422
H -0.66550 -0.50332 1.63888
C 1.83293 4.16575 2.53291
C 2.69239 3.02902 2.07014
O 4.03984 3.29405 2.47773
H 0.78418 3.85994 2.47389
H 2.05628 5.12850 2.07024
H 2.02303 4.40936 3.55828
H 2.54356 2.80836 1.02204
H 2.37142 2.10063 2.60560
H 4.60878 2.55432 2.16461
C 3.27017 -1.62945 -4.53802
C 3.79656 -2.07481 -3.19859
O 2.72590 -1.88592 -2.26506
H 2.51599 -2.35884 -4.76320
H 4.00524 -1.66542 -5.38024
H 2.75320 -0.67244 -4.42305
H 4.59294 -1.37998 -2.92592
H 4.23346 -3.08828 -3.12654
H 1.86524 -2.15831 -2.61459

***

No. 3
C22H60F3O11S9 | the ωB97M-V functional and the def2-TZVPD basis

Results
* ΔE to the lowest compared entry with this formula, charge and spin: 89.50 kcal/mol
* net charge: -1
* E_tot: -5584.6999 Ha
* E_HOMO: -2.865 eV
* HOMO-LUMO gap: 4.43 eV

Element x y z (Å)
C 5.07725 13.78669 0.05209
O 5.47119 15.09143 -0.05805
O 3.96516 13.87431 0.88696
C 5.25464 13.06214 -1.30216
F 4.83840 11.77709 -1.25305
F 4.58567 13.65932 -2.25077
F 6.52354 12.89865 -1.60872
C 6.85709 15.36044 -0.40156
C 6.96369 16.80460 0.12625
H 6.69518 16.95508 1.17188
H 7.96161 17.21146 -0.03729
H 6.46278 17.51034 -0.53640
H 7.05203 15.37098 -1.47393
H 7.57406 14.75870 0.15696
H 5.81362 13.30515 0.69550
C 6.12978 17.90205 6.23593
S 4.54822 18.75016 6.14359
O 3.67439 18.05627 5.10475
C 4.01184 18.05718 7.75849
H 6.90365 18.47566 5.72585
H 5.95019 16.91150 5.81802
H 6.41441 17.68965 7.26646
H 3.81225 17.00230 7.57010
H 3.08411 18.51945 8.09573
H 4.76773 17.98057 8.54007
C 5.41599 18.13763 -5.26963
S 3.69821 18.63109 -4.67970
O 3.55253 18.08572 -3.31943
C 4.04115 20.44255 -4.50189
H 5.61144 17.06643 -5.22040
H 6.07316 18.69912 -4.60557
H 5.50924 18.55744 -6.27121
H 4.81070 20.52102 -3.73394
H 3.07642 20.91515 -4.31743
H 4.47320 20.72553 -5.46177
C 3.17094 6.67150 -5.17691
S 3.86725 6.68665 -6.82592
O 2.91552 7.51443 -7.64790
C 5.20826 7.82603 -6.29063
H 2.24005 6.10504 -5.15098
H 2.87039 7.71466 -5.07901
H 3.87356 6.43101 -4.37904
H 4.94027 8.87394 -6.15582
H 6.04566 7.70893 -6.97850
H 5.59395 7.48208 -5.33093
C 10.53099 13.33243 -5.85194
S 9.28640 12.67116 -7.10663
O 9.26230 13.59902 -8.27067
C 10.23279 11.21638 -7.68926
H 10.23036 14.30029 -5.45073
H 11.46593 13.55155 -6.36767
H 10.68557 12.69425 -4.98192
H 9.61012 10.90594 -8.52831
H 10.28945 10.37374 -7.00016
H 11.24488 11.52669 -7.94903
C 4.81678 7.38495 2.92884
S 3.21915 6.77610 2.09838
O 3.33664 5.24365 1.95220
C 2.19392 7.26081 3.56393
H 5.54540 7.24432 2.13045
H 5.16422 6.76440 3.75486
H 4.69378 8.45311 3.10780
H 1.21965 6.78548 3.45004
H 2.37639 8.33065 3.66512
H 2.63851 7.02595 4.53102
C -0.51036 10.42206 -0.36459
S -1.44158 11.75701 -1.27483
O -0.96947 13.04818 -0.68146
C -0.79918 11.33542 -2.95589
H -0.74774 10.61540 0.68153
H 0.57820 10.46335 -0.40227
H -0.94415 9.43438 -0.52086
H -1.10197 10.32159 -3.21773
H 0.26282 11.53259 -3.10199
H -1.17218 12.04104 -3.69823
C 10.25654 9.71143 0.61171
S 11.19076 10.37861 2.03816
O 11.14603 11.87271 1.76889
C 9.89028 9.94929 3.29869
H 10.29709 8.62263 0.64275
H 10.80318 10.11286 -0.24161
H 9.23701 10.08858 0.69177
H 10.32286 10.12412 4.28379
H 9.70743 8.87531 3.33392
H 9.03038 10.61110 3.19540
C 4.14441 11.64598 6.77330
S 3.77669 11.20134 8.50801
O 2.41784 11.85942 8.72854
C 3.44026 9.44620 8.19021
H 4.92669 11.12001 6.22603
H 4.45155 12.69175 6.78464
H 3.23875 11.50003 6.18459
H 2.63062 9.39871 7.46197
H 3.01595 8.94289 9.05896
H 4.24289 8.88398 7.71293
C 9.20179 24.27457 -4.30687
S 8.29293 24.89865 -2.80113
O 8.66473 26.32576 -2.55653
C 9.11798 23.85150 -1.59404
H 9.27671 25.19362 -4.88809
H 8.73874 23.46434 -4.87009
H 10.21252 23.94138 -4.07123
H 8.92890 22.82931 -1.92187
H 8.83595 23.96682 -0.54750
H 10.18135 24.07182 -1.50023

***

No. 4
C22H60N2O12 | the ωB97M-V functional and the def2-TZVPD basis

Results
* ΔE to the lowest compared entry with this formula, charge and spin: 15.21 kcal/mol
* net charge: 0
* E_tot: -1886.2869 Ha
* E_HOMO: -9.412 eV
* HOMO-LUMO gap: 9.74 eV

Element x y z (Å)
C -9.27554 21.10641 -23.05057
O -9.22106 19.74435 -23.28421
C -9.80424 19.19287 -22.14376
C -10.10074 17.76456 -22.32837
N -10.89996 17.77457 -23.56243
C -11.31760 16.43796 -24.01511
C -12.05648 16.55943 -25.31603
O -12.22342 15.64822 -26.15334
C -13.05765 14.59579 -25.70140
H -10.28244 21.42509 -23.17935
H -8.66164 21.77635 -23.64317
H -8.97985 21.37978 -21.94356
H -10.69133 19.71003 -21.82431
H -9.06630 19.24328 -21.33400
H -10.61222 17.39180 -21.41404
H -9.19166 17.16819 -22.48881
H -10.26672 18.28041 -24.21868
H -11.97208 15.99097 -23.23065
H -10.51856 15.77267 -24.04813
H -11.54724 17.30818 -25.91615
H -12.99432 17.04721 -25.18872
H -13.16405 13.97573 -26.50362
H -14.00186 14.98137 -25.37242
H -12.60755 13.96438 -24.95777
C -18.06121 19.68746 -19.23226
O -18.09300 19.04203 -17.95336
C -17.46275 19.81451 -16.94893
C -18.19983 21.08938 -16.51325
N -17.48695 21.64140 -15.34962
C -18.18435 22.77073 -14.80689
C -18.00522 22.87958 -13.36804
O -18.60324 23.68909 -12.65278
C -18.44930 25.03389 -13.05270
H -17.11516 20.18416 -19.45711
H -18.88285 20.32998 -19.38220
H -18.28311 18.94316 -20.01295
H -16.48350 20.16321 -17.38515
H -17.36861 19.19786 -16.06348
H -19.24315 20.89850 -16.31640
H -18.10700 21.77229 -17.34797
H -17.59071 20.94875 -14.59717
H -19.26835 22.69960 -15.07727
H -17.76282 23.56080 -15.38332
H -16.95776 23.13583 -13.28928
H -18.15920 21.92871 -12.90885
H -19.14166 25.34486 -13.79854
H -17.39714 25.26386 -13.26950
H -18.72621 25.68687 -12.17381
O -13.35671 18.71828 -22.68294
C -13.63481 20.01627 -23.10251
C -14.45741 20.60140 -22.11777
O -13.67303 20.83912 -20.99827
H -12.54010 18.49969 -23.02150
H -12.73894 20.66322 -23.19460
H -14.14145 19.99237 -24.04635
H -15.31700 19.97659 -21.83287
H -14.90435 21.51696 -22.48824
H -13.32454 19.96749 -20.77350
O -15.97821 17.60688 -21.70132
C -16.49858 16.58662 -22.55321
C -15.72013 16.51938 -23.78786
O -16.26989 15.57254 -24.68434
H -15.14029 17.77713 -22.04841
H -16.44111 15.66619 -22.00620
H -17.56126 16.74593 -22.73986
H -14.66055 16.31069 -23.61974
H -15.74690 17.51717 -24.30785
H -16.38496 14.73755 -24.18497
O -10.80040 19.87612 -19.16096
C -11.33314 20.79225 -18.20002
C -11.43875 20.09444 -16.93735
O -11.99266 20.89383 -15.97714
H -11.48135 19.19513 -19.30700
H -10.75171 21.73080 -18.01734
H -12.28807 21.11174 -18.57040
H -10.49049 19.83832 -16.44013
H -12.09513 19.19420 -16.94491
H -12.94907 20.79922 -15.94295
C -9.91336 24.17476 -20.91849
C -10.82441 23.10791 -20.58166
O -11.76514 22.96920 -21.66088
H -10.54221 25.07194 -20.95144
H -9.45185 24.01815 -21.91748
H -9.10545 24.22081 -20.17301
H -11.40148 23.17526 -19.69327
H -10.29877 22.12041 -20.41397
H -12.32108 22.25377 -21.40118
C -14.50833 18.12018 -17.53504
C -14.42625 18.89832 -18.73847
O -13.28884 18.56251 -19.43439
H -13.99844 18.52551 -16.68068
H -14.23349 17.06943 -17.77071
H -15.51383 18.03156 -17.19766
H -14.42083 19.89651 -18.42977
H -15.32012 18.72123 -19.31678
H -13.47425 17.68790 -19.77813

***

No. 5
C22H60N2O8 | the ωB97M-V functional and the def2-TZVPD basis

Results
* ΔE to the lowest compared entry with this formula, charge and spin: 15.70 kcal/mol
* net charge: 0
* E_tot: -1585.6493 Ha
* E_HOMO: -9.501 eV
* HOMO-LUMO gap: 9.79 eV

Element x y z (Å)
N -2.28742 -1.86969 -0.63155
C -3.44635 -1.16607 -0.58111
N -3.32135 0.19785 -0.74591
O -4.56504 -1.66345 -0.48955
H -2.43942 -2.82081 -0.30875
H -1.35769 -1.49187 -0.73512
H -4.15013 0.75536 -0.68946
H -2.41573 0.62330 -0.82312
C 0.91701 -3.38149 -1.23546
C 2.09426 -3.85041 -2.07057
C 1.74618 -5.07236 -2.89412
O 2.44965 -2.82109 -3.01179
H 0.12857 -2.94751 -1.85283
H 1.29640 -2.69223 -0.48125
H 0.36264 -4.17984 -0.72829
H 3.01427 -3.97794 -1.49087
H 2.51502 -5.52303 -3.51925
H 1.00036 -4.77768 -3.64409
H 1.22848 -5.78879 -2.25400
H 2.69523 -2.00039 -2.54401
C -2.56356 0.61059 4.29150
C -1.44688 1.37311 4.98969
C -1.55118 2.87672 4.77842
O -1.47467 1.14471 6.40456
H -3.50127 1.14614 4.48135
H -2.71751 -0.41862 4.62110
H -2.43223 0.57586 3.20859
H -0.50202 0.95723 4.61926
H -0.82125 3.39377 5.40396
H -2.51938 3.11752 5.22649
H -1.42561 3.24761 3.76359
H -2.24677 0.60192 6.58847
C -0.67306 5.43858 0.33427
C 0.71097 5.73920 0.90784
C 1.40735 4.46128 1.34602
O 1.53159 6.44210 -0.02191
H -0.61115 5.08013 -0.69125
H -1.23363 6.37939 0.32601
H -1.31149 4.74013 0.87550
H 0.59063 6.38241 1.78175
H 2.39122 4.68583 1.77671
H 1.64251 3.73406 0.56193
H 0.87869 3.96407 2.16427
H 1.70558 5.80470 -0.72561
C 4.05021 1.76636 -2.00960
C 3.30061 0.56786 -2.63868
C 4.13497 0.02259 -3.78384
O 3.08383 -0.42837 -1.65455
H 3.54967 2.08334 -1.09009
H 3.97681 2.62380 -2.68513
H 5.08438 1.53586 -1.76613
H 2.35775 0.93999 -3.05878
H 4.30404 0.83640 -4.49466
H 3.58143 -0.78269 -4.26878
H 5.15040 -0.28365 -3.53136
H 2.40070 -0.13273 -1.03343
C -0.52083 1.60684 -3.53694
C -0.06480 2.56951 -2.43826
C 0.33745 3.93580 -2.98398
O -1.00208 2.59233 -1.35217
H 0.30305 1.07116 -4.02451
H -1.15008 2.12165 -4.25868
H -0.95420 0.70104 -3.09431
H 0.87014 2.16714 -2.03588
H 1.05741 4.39257 -2.30134
H -0.49002 4.63731 -3.10640
H 0.86272 3.85318 -3.93552
H -1.81200 2.93868 -1.75161
C -0.09567 -1.02021 1.76926
C 0.24295 0.17317 0.88130
C 1.66356 0.63024 1.16642
O 0.06364 -0.06091 -0.51710
H -1.11773 -1.36316 1.61983
H -0.02858 -0.68259 2.80247
H 0.62466 -1.80048 1.53034
H -0.36789 1.05098 1.13321
H 2.01682 1.30633 0.38652
H 2.34747 -0.22933 1.14432
H 1.78684 1.07308 2.15327
H -0.10846 0.79322 -0.93191
C -2.33344 -4.86576 2.46205
C -1.96032 -5.54390 1.16768
C -2.54074 -6.94522 1.01877
O -2.31125 -4.71461 0.04369
H -1.98767 -3.83660 2.55667
H -1.94079 -5.44631 3.30050
H -3.41960 -4.79971 2.59677
H -0.87349 -5.64596 1.10615
H -3.62939 -6.87818 0.94065
H -2.30581 -7.47155 1.94761
H -2.15873 -7.50748 0.17230
H -3.26976 -4.58136 0.10248